Entry 1:
ORCA calculation (ωB97M-V/def2-TZVPD) on a molecular structure, C34H57GaN3O3Si in a non-equilibrium geometry.

Element x y z (Å)
O (0.40, -2.72, -1.69)
O (-1.06, -2.01, -3.47)
C (1.71, -2.74, -2.36)
C (2.73, -3.39, -1.48)
H (1.96, -1.69, -2.59)
H (1.58, -3.26, -3.32)
H (2.86, -2.85, -0.53)
H (3.69, -3.35, -2.01)
H (2.51, -4.44, -1.27)
C (-0.27, -4.06, -1.61)
C (-0.22, -4.93, -2.84)
H (-1.30, -3.85, -1.29)
H (0.27, -4.53, -0.79)
H (-0.61, -4.46, -3.74)
H (-0.85, -5.81, -2.64)
H (0.79, -5.32, -3.04)
C (-2.51, -1.90, -3.12)
C (-0.45, -1.40, -4.68)
C (-3.22, -3.10, -3.62)
H (-2.83, -0.95, -3.55)
H (-2.52, -1.83, -2.02)
H (-3.14, -3.23, -4.70)
H (-4.27, -2.97, -3.37)
H (-2.87, -4.02, -3.13)
C (-0.90, -2.16, -5.87)
H (0.63, -1.47, -4.51)
H (-0.75, -0.35, -4.67)
H (-0.72, -3.24, -5.78)
H (-0.33, -1.80, -6.72)
H (-1.96, -1.99, -6.09)
H (-0.38, -2.05, -2.55)
N (1.64, 1.07, 1.97)
C (1.45, 2.33, 2.39)
C (0.31, 3.09, 2.17)
C (-1.00, 2.74, 1.78)
C (2.63, 2.99, 3.02)
H (3.43, 3.15, 2.27)
H (3.04, 2.44, 3.87)
H (2.33, 3.97, 3.38)
C (-2.01, 3.83, 1.61)
H (-2.82, 3.73, 2.35)
H (-2.46, 3.76, 0.60)
H (-1.57, 4.83, 1.72)
N (-1.41, 1.48, 1.58)
C (2.76, 0.26, 2.33)
C (3.79, 0.23, 1.38)
C (3.74, 0.93, 0.07)
C (4.95, -0.46, 1.70)
H (5.76, -0.50, 0.97)
C (5.10, -1.09, 2.93)
H (6.02, -1.63, 3.16)
C (4.11, -1.01, 3.88)
H (4.23, -1.47, 4.86)
C (2.96, -0.32, 3.59)
C (2.06, -0.22, 4.72)
C (-2.69, 1.03, 2.04)
C (-3.76, 0.85, 1.15)
C (-3.65, 1.19, -0.31)
C (-4.98, 0.40, 1.64)
H (-5.82, 0.27, 0.95)
C (-5.15, 0.12, 2.99)
H (-6.11, -0.24, 3.36)
C (-4.12, 0.30, 3.88)
H (-4.23, 0.11, 4.94)
C (-2.89, 0.77, 3.43)
C (-2.03, 1.15, 4.50)
Ga (-0.03, 0.08, 1.25)
H (3.75, 0.20, -0.77)
H (4.65, 1.55, -0.07)
H (2.88, 1.60, -0.06)
H (1.61, 0.80, 4.72)
H (2.41, -0.28, 5.74)
H (1.35, -1.09, 4.67)
H (-4.27, 0.50, -0.91)
H (-2.63, 1.11, -0.69)
H (-4.02, 2.21, -0.52)
H (-0.97, 0.74, 4.02)
H (-2.03, 0.55, 5.41)
H (-1.59, 2.15, 4.59)
H (0.49, 4.15, 2.31)
C (0.28, 0.63, -0.83)
Si (0.40, 2.19, -1.79)
H (1.28, 0.08, -0.56)
H (-0.69, -0.01, -0.89)
C (1.68, 2.04, -3.15)
C (1.01, 3.71, -0.84)
C (-1.25, 2.71, -2.50)
H (-1.78, 1.85, -2.95)
H (-1.12, 3.48, -3.28)
H (-1.91, 3.14, -1.73)
H (2.59, 1.55, -2.77)
H (1.95, 3.03, -3.54)
H (1.29, 1.44, -3.99)
H (1.85, 3.48, -0.16)
H (0.19, 4.16, -0.24)
H (1.36, 4.48, -1.55)
O (-0.23, -0.04, 5.61)
C (0.03, -0.09, 4.40)
N (-0.07, -0.29, 3.21)

Properties
HOMO-LUMO gap = 5.77 eV
highest occupied orbital energy = -9.2956 eV
net charge = +1

Entry 2:
ORCA calculation (ωB97M-V/def2-TZVPD) on 3 unconnected molecules or ions with the total composition C34H57IN2O6 in a non-equilibrium geometry.

Element x y z (Å)
C (2.03, 2.40, -6.37)
C (1.97, 0.74, -6.39)
C (2.07, -0.06, -7.82)
C (2.02, -1.69, -7.94)
C (1.91, -2.59, -6.56)
C (1.81, -1.76, -5.12)
C (1.80, -0.13, -4.97)
C (1.66, 0.74, -3.59)
C (1.44, -0.16, -2.23)
C (2.78, -0.92, -1.68)
C (4.20, -0.22, -2.09)
C (4.56, 1.17, -1.29)
I (5.32, 2.75, -2.67)
C (1.01, 0.93, -1.04)
C (-0.62, 1.27, -1.06)
O (-0.92, 2.64, -0.54)
C (-1.03, 3.45, -1.80)
O (-0.08, 4.31, -2.17)
O (0.26, -1.03, -2.40)
C (0.16, -2.03, -1.32)
O (-0.52, -3.17, -1.63)
H (2.25, 2.77, -7.46)
H (2.99, 2.67, -5.73)
H (1.05, 2.89, -5.93)
H (2.18, 0.55, -8.82)
H (2.06, -2.24, -8.97)
H (1.86, -3.78, -6.53)
H (1.71, -2.40, -4.14)
H (2.55, 1.51, -3.53)
H (0.68, 1.40, -3.71)
H (2.71, -1.01, -0.49)
H (2.85, -2.05, -2.06)
H (5.06, -1.00, -1.80)
H (4.31, -0.09, -3.27)
H (5.47, 0.98, -0.55)
H (3.69, 1.60, -0.64)
H (1.28, 0.55, 0.04)
H (1.54, 1.99, -1.20)
H (-1.05, 1.25, -2.15)
H (-1.18, 0.46, -0.41)
H (-1.98, 3.24, -2.50)
H (0.61, -1.95, -0.24)
C (2.05, 2.85, 4.68)
C (1.73, 1.39, 4.24)
C (1.43, 0.50, 5.48)
C (2.67, 0.06, 6.26)
C (3.72, -0.54, 5.33)
C (4.08, 0.40, 4.15)
N (2.87, 0.88, 3.41)
O (2.39, -0.20, 2.64)
C (4.89, 1.61, 4.69)
C (5.10, -0.33, 3.22)
C (0.39, 1.53, 3.44)
H (2.75, 3.34, 3.99)
H (1.16, 3.49, 4.69)
H (2.46, 2.90, 5.69)
H (0.90, -0.40, 5.17)
H (0.76, 1.03, 6.17)
H (3.09, 0.91, 6.81)
H (2.39, -0.68, 7.01)
H (4.62, -0.78, 5.91)
H (3.34, -1.49, 4.94)
H (5.12, 2.33, 3.90)
H (5.85, 1.28, 5.11)
H (4.40, 2.15, 5.50)
H (4.72, -1.28, 2.83)
H (6.03, -0.56, 3.76)
H (5.37, 0.30, 2.36)
H (0.53, 2.12, 2.53)
H (-0.38, 2.02, 4.05)
H (-0.03, 0.56, 3.16)
C (-4.41, -2.53, -1.18)
C (-4.47, -1.11, -0.56)
C (-3.69, -1.07, 0.79)
C (-4.43, -1.69, 1.97)
C (-5.85, -1.13, 2.08)
C (-6.65, -1.26, 0.76)
N (-5.91, -0.70, -0.42)
O (-5.95, 0.70, -0.32)
C (-6.99, -2.76, 0.52)
C (-8.05, -0.60, 0.95)
C (-3.67, -0.22, -1.57)
H (-5.31, -2.76, -1.77)
H (-3.57, -2.64, -1.88)
H (-4.28, -3.32, -0.43)
H (-3.45, -0.03, 1.05)
H (-2.72, -1.58, 0.67)
H (-4.46, -2.78, 1.87)
H (-3.89, -1.48, 2.89)
H (-6.37, -1.64, 2.90)
H (-5.78, -0.07, 2.38)
H (-7.51, -2.90, -0.43)
H (-7.66, -3.14, 1.31)
H (-6.13, -3.42, 0.54)
H (-7.99, 0.46, 1.24)
H (-8.62, -1.10, 1.74)
H (-8.65, -0.66, 0.03)
H (-4.18, -0.17, -2.55)
H (-2.67, -0.62, -1.74)
H (-3.53, 0.81, -1.21)

Properties
expectation value of S² = 2.010
HOMO-LUMO gap (spin up / spin down) = 8.33 / 7.43 eV
highest occupied orbital energy (spin up / spin down) = -8.2076 / -8.2074 eV
2S+1 = 3